The ion C5H7N4O with charge +1. Source: the Open Molecules 2025 dataset; level of theory: wB97M-V/def2-TZVPD.

Geometry (Å):
C1 -2.5986 -0.2958 0.4489
C2 -2.1126 -0.9821 -0.7759
C3 0.3795 1.3731 0.0533
C4 1.6789 0.7299 -0.5260
C5 -0.6430 0.3027 0.1381
N1 -1.6362 0.3065 1.0491
N2 -0.8379 -0.5557 -0.9069
N3 0.8418 -0.7488 1.1338
N4 1.7246 -0.6813 0.0056
O1 0.1231 2.5138 0.2861
H1 -3.5340 -0.2240 1.0066
H2 -2.6014 -1.4130 -1.5834
H3 1.6475 0.6738 -1.5928
H4 2.5107 1.3606 -0.1539
H5 1.1980 -0.1313 1.7806
H6 1.1592 -1.3369 -0.6539
H7 2.7005 -0.8915 0.2907

**E_tot**: -488.557982 Ha
**E_LUMO**: -0.24069 Eh
**ΔE to the lowest compared entry with this formula, charge and spin**: 508.9 kJ/mol
**Gap between HOMO and LUMO**: 8.047 eV
**Net charge**: +1
**HOMO**: -0.5364 Eh